C12H22ClN5O as an isolated structure at a distorted geometry. Source: the Open Molecules 2025 dataset; level of theory: ωB97M-V/def2-TZVPD.

XYZ file:
```
41
Properties=species:S:1:pos:R:3:forces:R:3
C 1.697190 1.731757 -1.023107 0.84 -2.28 -1.31
C 1.026928 1.870177 0.352468 -0.39 -0.13 -2.80
C -0.524031 2.126486 0.236523 5.96 -1.54 6.00
C -0.994365 2.084256 1.682725 2.30 1.00 0.60
C -2.391968 2.467146 1.699174 -1.29 -7.73 0.12
C -3.234632 1.257286 0.930160 0.74 3.54 -0.80
H -4.220506 1.569412 0.968264 -2.19 1.34 -0.39
C -3.391468 -0.084640 1.312722 0.27 -4.18 4.36
N -2.112014 -0.827763 1.360460 -2.84 2.63 11.76
C -1.460627 -1.130941 0.406312 6.11 -4.42 -10.97
N -0.276870 -1.807947 0.423998 -0.61 1.62 1.61
C 0.507907 -1.978221 -0.711176 -1.91 -0.07 6.83
N 1.772488 -2.270644 -0.354889 -1.38 0.88 -8.73
H 1.994982 -2.530766 0.502967 0.89 -1.15 4.57
C 2.635270 -2.560890 -1.577193 6.76 -6.59 13.87
H 2.952283 -3.816942 -1.449307 -1.06 3.32 -1.00
H 2.123145 -2.327145 -2.262827 -6.49 2.91 -10.23
C 3.896815 -1.829720 -1.236357 -5.80 4.55 -16.63
O 4.423366 -2.077097 -0.231076 9.17 -7.89 14.89
H 4.864266 -3.139345 -0.174228 -2.01 4.48 -0.29
H 3.610752 -0.693256 -1.273479 0.58 -1.60 -0.14
H 4.520641 -2.091849 -2.194628 -0.25 1.05 0.81
N -0.085653 -1.897868 -1.835416 6.09 -2.54 -2.75
C -1.246458 -1.510995 -1.773148 -3.32 2.24 -6.61
N -2.074673 -0.927810 -1.117034 -2.24 1.50 10.35
Cl -1.992342 -1.076547 -3.401160 0.38 -0.91 -2.14
H -1.580942 -0.843309 2.457005 -1.84 -0.33 -4.55
H -3.922642 -0.178354 2.314201 1.31 0.21 -0.32
H -4.029206 -0.814847 0.857094 -0.70 0.57 -1.82
H -2.954797 1.193995 -0.079859 0.45 0.63 -1.62
H -2.735017 3.236347 1.190138 -0.94 4.17 -1.95
H -2.770981 2.314701 2.636478 -1.21 0.76 2.79
H -0.773971 1.037581 2.109935 -0.43 1.85 -0.47
H -0.418313 2.869384 2.350283 -0.60 -1.56 -1.38
H -0.761030 1.371959 -0.345209 -2.12 -3.85 -2.56
H -0.662409 2.955710 -0.260949 -1.04 4.73 -2.23
H 1.312868 0.956203 0.668818 -0.71 -3.96 1.87
H 1.612090 2.351205 1.076430 0.52 2.30 0.62
H 2.817649 1.561977 -1.073008 -1.15 0.34 0.71
H 1.324862 0.783971 -1.741254 0.29 2.74 2.00
H 1.521412 2.677339 -1.420850 -0.17 1.36 -2.04
```
Positions in Å, forces in eV/Å.

energy above the lowest of the compared OMol25 structures with the same formula, charge and spin	303.4	kcal/mol
HOMO level	-8.597	eV
Kohn-Sham gap	8.88	eV
energy	-34810.0595	eV

---

C12H22F2Li2NO16S2 as an isolated structure at a distorted geometry. Source: the Open Molecules 2025 dataset; level of theory: ωB97M-V/def2-TZVPD.

XYZ file:
```
57
Properties=species:S:1:pos:R:3:forces:R:3
Li -1.711409 -0.316073 -0.117063 -0.14 0.22 -0.54
Li -2.507939 -4.146023 1.020507 -0.19 0.00 -0.70
N -3.123609 -2.551993 -1.547683 -3.09 -0.88 0.65
S -4.819409 -2.922183 -1.832493 -1.87 -0.17 -1.97
O -5.444539 -3.375753 -0.628423 0.95 0.20 0.41
O -5.263629 -3.558603 -3.095683 1.75 1.47 3.46
F -5.233809 -1.423573 -2.032023 -0.26 0.03 0.35
S -2.635309 -2.922443 -3.002583 1.70 1.22 -4.41
O -3.076959 -2.030453 -4.090633 1.17 -1.58 2.71
O -2.678739 -4.328863 -3.236103 0.88 0.23 0.17
F -1.095259 -2.489063 -2.722293 -0.52 -0.34 -0.07
C 5.485001 1.525277 -1.599543 0.98 0.67 -1.36
C 5.151071 1.017237 -3.042593 1.10 0.54 1.36
O 3.750811 0.948077 -2.942993 -0.21 -1.19 -1.06
C 3.352941 0.909947 -1.648193 0.10 2.02 -2.60
O 2.229971 0.869237 -1.349293 -3.28 -1.33 1.04
O 4.292181 1.301747 -0.865533 2.75 -0.26 2.01
H 5.659401 2.599147 -1.666543 -0.12 0.07 0.32
H 6.383831 1.082927 -1.169973 -0.42 -0.28 0.27
H 5.662171 0.083277 -3.276253 -0.54 -0.37 0.07
H 5.491991 1.734977 -3.788723 -0.47 0.08 0.00
C 2.279091 -6.175493 -0.484423 0.14 1.10 -0.76
O 1.498951 -5.119183 0.198107 1.64 2.10 1.38
C 2.100461 -3.974623 0.816007 -0.92 0.26 0.71
O 1.395491 -3.046073 1.295367 2.33 -3.46 -1.94
O 3.480191 -4.080643 0.894527 -2.24 -0.62 -0.77
C 4.253451 -3.037863 1.458987 -0.35 1.42 1.67
H 1.645051 -7.058633 -0.562903 0.10 0.16 0.59
H 3.286071 -6.349863 -0.105363 -0.45 -0.06 0.67
H 2.444241 -5.843863 -1.509533 -0.15 0.17 -0.06
H 4.984881 -3.371293 2.195137 0.30 -0.98 -0.72
H 3.655181 -2.444753 2.150657 -0.55 0.33 -0.52
H 4.722561 -2.370363 0.736157 -0.20 -0.39 -0.26
C -5.280449 4.091407 0.690687 -0.74 0.82 1.03
O -4.655919 4.676437 -0.442913 -0.05 -1.41 -0.46
C -3.902649 3.850617 -1.214713 1.65 -1.70 2.36
O -3.385779 2.748817 -0.915003 -1.88 2.24 -0.32
O -3.644759 4.531817 -2.272713 0.37 1.32 -1.75
C -2.813929 4.020157 -3.286113 0.03 -1.60 -2.12
H -6.019939 3.324627 0.459817 0.82 -0.66 -0.22
H -5.944909 4.830247 1.138707 0.24 0.62 -0.36
H -4.556219 3.918837 1.486807 0.02 -0.81 -0.29
H -2.563199 2.969087 -3.143013 0.37 0.27 0.59
H -1.967149 4.603937 -3.647053 0.23 0.45 1.41
H -3.338769 3.964117 -4.239793 -0.93 0.21 0.21
C 0.686801 -0.217333 5.132397 -0.26 -1.07 0.58
O 0.667191 1.190747 5.072387 0.86 0.92 0.47
C 0.102641 1.879167 4.078707 -0.60 -0.69 -0.27
O -0.618949 1.375577 3.259047 -0.52 -0.22 -0.94
O 0.407431 3.145857 4.180217 2.36 -0.11 1.48
C -0.120939 4.250637 3.491677 -1.36 -0.09 -0.19
H -0.278299 -0.689773 4.949417 -0.05 0.30 -0.46
H 0.930551 -0.513153 6.152777 -0.06 0.58 0.21
H 1.480171 -0.708953 4.569397 -0.11 0.50 -0.68
H -1.132819 3.916837 3.261957 -0.22 0.87 -0.40
H 0.410771 4.609977 2.610607 0.28 -0.85 -0.17
H -0.075249 5.096117 4.178097 -0.36 -0.27 0.19
```
Positions in Å, forces in eV/Å.

energy above the lowest of the compared OMol25 structures with the same formula, charge and spin	145.3	kcal/mol
HOMO level	-12.395	eV
Kohn-Sham gap	7.53	eV
energy	-74556.4219	eV
net charge	+1

---

An isolated ion of composition C12H22N3 and charge +1 at a distorted geometry. Source: the Open Molecules 2025 dataset; level of theory: ωB97M-V/def2-TZVPD.

XYZ file:
```
37
Properties=species:S:1:pos:R:3:forces:R:3
C 1.063177 -0.338625 4.752791 0.86 0.33 -0.90
C 1.814654 -1.296989 3.796207 -0.68 0.14 0.49
C 0.949463 -1.642545 2.600393 2.78 0.14 -2.13
C 1.068669 -0.572695 1.508229 -2.52 -0.52 0.12
C -0.074286 -0.757788 0.453637 0.44 -1.50 1.19
C 0.003741 0.307482 -0.595656 -0.29 0.48 1.20
N -0.868335 -0.033951 -1.737874 0.58 2.35 -3.67
N -0.512148 -1.188398 -2.476781 0.83 -1.11 1.01
N -2.104557 -0.170806 -1.163669 -1.12 2.89 3.68
C -0.854981 1.269804 -2.994648 -0.86 -2.10 1.60
C 0.305364 1.348510 -3.724831 -3.29 2.72 -1.41
C 0.251195 2.283382 -4.795160 0.81 0.14 0.31
C -0.903847 3.018499 -5.055159 0.55 -0.82 0.41
C -2.019301 2.838973 -4.250080 0.73 -1.02 0.63
C -2.080010 1.941228 -3.168011 2.39 0.24 0.48
H 0.913219 0.559681 4.046139 -0.54 -0.86 1.93
H 0.177437 -0.884668 5.127889 -0.03 0.81 -0.56
H 1.637065 -0.083432 5.679698 -0.24 0.10 -1.07
H 1.922913 -2.233244 4.266874 0.75 -1.08 1.00
H 2.803253 -0.915057 3.505072 -0.31 -0.10 0.00
H 1.269769 -2.582909 2.111574 0.33 0.20 0.35
H -0.030675 -1.872196 2.809720 -2.48 0.03 1.05
H 0.882065 0.392900 1.998020 0.68 0.11 -0.43
H 2.016539 -0.713925 1.023334 0.60 0.60 -0.13
H -1.071681 -0.796484 0.937193 0.73 0.31 -0.12
H 0.020885 -1.789662 0.029519 0.21 0.74 0.09
H -0.556849 1.167901 -0.254413 0.34 0.51 0.52
H 1.039069 0.646166 -0.691197 -0.23 -0.37 -1.34
H -0.623731 -2.046207 -1.901595 0.31 0.94 0.08
H -1.183274 -1.323379 -3.196814 -0.63 0.36 -1.03
H -2.544779 0.755596 -0.862940 1.54 -1.40 -0.06
H -2.814683 -0.497602 -1.694662 -2.03 -1.95 -3.01
H 1.173415 0.942931 -3.415952 2.69 -1.75 0.69
H 1.173866 2.520838 -5.359196 -0.66 -0.41 0.37
H -0.915774 3.778711 -5.831508 -0.04 -0.27 0.08
H -2.823674 3.429320 -4.495118 -1.99 1.27 -0.11
H -2.751313 2.006833 -2.291323 -0.21 -0.15 -1.33
```
Positions in Å, forces in eV/Å.

energy above the lowest of the compared OMol25 structures with the same formula, charge and spin	86.0	kcal/mol
HOMO level	-13.297	eV
Kohn-Sham gap	10.42	eV
energy	-17260.6318	eV
net charge	+1
structure (SMILES)	CCCCCC[N+](N)(N)c1ccccc1

---

A 3-piece molecular cluster, C12H22N3O2S overall at a distorted geometry. Source: the Open Molecules 2025 dataset; level of theory: ωB97M-V/def2-TZVPD.

XYZ file:
```
40
Properties=species:S:1:pos:R:3:forces:R:3
C 6.489812 -2.673338 -2.816662 0.28 -0.22 -0.27
C 5.903522 -1.687923 -2.500486 -0.40 -0.03 0.67
N 5.159666 -0.743347 -1.844181 0.11 0.27 -0.53
C 3.857273 -0.596281 -2.003516 -0.34 0.52 -0.37
N 3.173944 0.372509 -1.340068 0.75 -1.39 1.11
C 2.044824 -0.298466 -0.564805 -0.02 -0.13 -0.31
C 1.175662 -1.040820 -1.533946 0.12 -0.04 -0.34
C 1.992378 -2.099150 -2.274748 0.12 0.32 0.56
S 2.383863 -3.593826 -1.331291 -0.03 -0.31 -0.20
N 3.219338 -1.470250 -2.867717 -0.46 -0.21 0.06
H 7.008338 -3.553455 -3.114494 0.08 0.03 -0.13
H 5.653181 -0.118600 -1.220698 0.10 0.07 0.04
H 3.799134 0.780704 -0.648434 -0.17 0.59 -0.14
H 2.523376 -1.016559 0.100149 -0.03 0.05 0.34
H 1.502292 0.414552 0.036644 -0.06 0.44 -0.22
H 0.791004 -0.351178 -2.278476 -0.20 0.22 0.03
H 0.327088 -1.463951 -1.014337 -0.14 -0.19 0.06
H 1.402910 -2.453089 -3.108727 0.03 -0.28 -0.20
H 2.979658 -3.072674 -0.249312 -0.05 0.24 -0.07
H 2.920773 -0.962673 -3.697718 0.27 0.04 -0.12
C -3.078926 0.620821 -1.547524 0.19 -0.12 -0.09
C -1.947021 1.407176 -0.939867 -0.08 0.06 0.04
O -0.787737 1.141039 -1.188994 0.08 -0.06 0.02
C -2.321922 2.524263 -0.011861 0.21 0.08 -0.05
H -2.682802 -0.157792 -2.195883 -0.01 0.00 -0.01
H -3.674512 0.163222 -0.756623 -0.08 0.09 0.01
H -3.719485 1.281442 -2.132704 -0.09 0.01 0.08
H -2.886261 2.121258 0.828389 -0.08 0.06 -0.07
H -2.929302 3.260955 -0.540997 -0.10 -0.06 0.03
H -1.422207 3.006920 0.362477 0.00 0.01 0.00
C -2.976562 1.607046 4.958244 0.16 0.03 -0.15
C -3.554464 0.960618 3.725819 -0.04 -0.01 0.06
O -2.955396 0.957709 2.672432 0.02 -0.06 0.02
C -4.911210 0.319428 3.863705 0.06 -0.03 -0.21
H -2.002210 2.030128 4.726898 0.00 0.00 -0.01
H -3.638261 2.400363 5.308022 -0.05 -0.07 0.09
H -2.867742 0.866574 5.751678 -0.10 0.04 0.06
H -5.646062 1.063971 4.172415 0.00 -0.04 0.12
H -4.875783 -0.470135 4.615306 -0.05 0.07 0.09
H -5.213377 -0.107623 2.910688 0.00 0.00 0.00
```
Positions in Å, forces in eV/Å.

energy above the lowest of the compared OMol25 structures with the same formula, charge and spin	4.3	kcal/mol
HOMO level	-11.745	eV
Kohn-Sham gap	7.87	eV
energy	-32192.5605	eV
net charge	+1

---

One molecule with the formula C12H22N4O4S2 at a distorted geometry. Source: the Open Molecules 2025 dataset; level of theory: ωB97M-V/def2-TZVPD.

XYZ file:
```
44
Properties=species:S:1:pos:R:3:forces:R:3
C -0.610046 2.842499 3.691389 0.72 -0.87 -1.23
N 0.215389 2.447939 2.526709 -0.12 -0.11 -0.26
C -0.133739 1.557674 1.614634 -4.29 -2.93 -0.13
O -1.233079 0.914886 1.715710 2.37 1.08 0.15
C 0.700745 1.360652 0.363603 -0.09 0.67 -2.98
C -0.026738 1.713027 -1.072653 -0.16 -0.09 0.72
S -1.873651 1.830890 -1.043659 0.51 0.06 -0.76
S -2.673245 0.261535 -2.093478 0.74 0.03 0.17
C -3.002862 -0.840600 -0.702319 0.39 -0.60 -0.58
C -1.921867 -1.653924 -0.026640 1.28 -0.21 1.02
N -1.600663 -2.762806 -0.972077 -3.51 -1.22 2.43
C -0.664686 -2.746844 -1.882127 1.94 -0.97 -0.28
C -0.591598 -3.869582 -2.911188 -2.26 -0.60 1.36
O 0.203101 -1.897471 -1.810344 1.34 1.23 -0.79
C -2.596609 -2.285537 1.252006 1.79 3.62 -2.51
O -2.835662 -3.409886 1.264843 -1.73 -7.75 -0.46
N -2.895226 -1.506707 2.234612 0.33 4.07 2.06
C -3.689087 -1.873592 3.404102 -0.64 2.06 -0.20
N 1.176518 0.013070 0.029754 -0.86 0.28 -1.21
C 2.002478 -0.623342 0.826501 0.60 -2.22 1.24
C 2.443538 -2.049220 0.510890 -3.07 1.01 -2.96
O 2.314380 -0.107377 1.852524 1.57 1.59 3.11
H -1.439094 3.449068 3.322630 -0.02 -0.16 0.47
H -0.899437 1.975319 4.285828 -0.42 -0.11 -0.53
H 0.057612 3.351144 4.335537 0.43 1.10 0.55
H 1.120438 2.794909 2.318654 0.76 0.81 0.72
H 1.425786 2.219799 0.400309 0.49 -1.54 -0.05
H 0.393632 1.068035 -1.902508 -0.83 0.42 1.17
H 0.290597 2.712673 -1.342720 -0.11 0.34 0.04
H -3.712989 -1.603395 -1.030307 -0.30 0.28 -0.22
H -3.468047 -0.217454 -0.012828 -0.97 0.97 1.37
H -1.032162 -1.130079 0.492556 -1.15 -0.47 -1.83
H -2.338229 -3.529689 -0.891512 1.63 1.26 -0.25
H -1.638064 -3.863601 -3.312114 1.25 0.15 -1.09
H 0.314800 -3.913489 -3.497431 -0.37 0.71 -0.60
H -0.647253 -4.856768 -2.437607 0.28 0.18 0.57
H -2.485081 -0.555124 2.192450 -0.50 -0.69 0.20
H -3.263408 -1.273510 4.298473 -0.82 -1.70 -1.21
H -3.838563 -2.935496 3.419979 0.85 -0.60 0.73
H -4.745263 -1.548213 3.212686 0.74 0.28 0.38
H 0.771751 -0.602041 -0.701642 -0.26 1.07 0.05
H 1.509804 -2.661290 0.382468 0.84 0.23 0.68
H 3.200773 -2.493921 1.066199 1.01 -0.35 1.34
H 2.720350 -1.975963 -0.533327 0.62 -0.33 -0.42
```
Positions in Å, forces in eV/Å.

energy above the lowest of the compared OMol25 structures with the same formula, charge and spin	3.7	kcal/mol
HOMO level	-8.645	eV
Kohn-Sham gap	9.18	eV
energy	-48621.6175	eV
structure (SMILES)	CNC(=O)[C@H](CSSC[C@H](NC(C)=O)C(=O)NC)NC(C)=O

---

C12H23BeF3NO5P2S as an isolated structure at a distorted geometry. Source: the Open Molecules 2025 dataset; level of theory: ωB97M-V/def2-TZVPD.

XYZ file:
```
48
Properties=species:S:1:pos:R:3:forces:R:3
Be -0.107064 -0.526151 0.546222 0.26 0.57 0.30
P 2.090506 -1.016921 0.675793 0.32 -0.13 -0.07
C 2.382265 -1.464643 -1.056573 0.25 0.15 -0.14
C 1.059081 -1.731702 -1.730689 0.17 0.02 0.61
N -0.071824 -1.227540 -1.149065 -0.26 -0.79 -0.91
C -1.233431 -1.409687 -1.846806 -0.09 -0.07 0.57
C -1.304907 -2.170005 -2.998837 -0.47 0.02 -0.41
C -0.158730 -2.738979 -3.536104 0.04 -0.01 0.09
C 1.041578 -2.497262 -2.881202 0.17 -0.18 -0.30
C -2.484711 -0.789426 -1.275634 0.02 -0.34 0.11
P -2.048962 0.666441 -0.246791 -0.57 -0.04 -0.16
H 1.993740 -2.913340 -3.232528 -0.51 0.25 0.05
H -2.297401 -2.308447 -3.453297 0.65 0.07 0.14
H -0.197628 -3.349448 -4.441492 0.00 0.20 0.34
H -3.193608 -0.521277 -2.079378 0.28 -0.20 0.38
H -2.984055 -1.502567 -0.593228 0.15 0.14 -0.34
H 2.893060 -0.587044 -1.515685 -0.33 -0.60 0.03
H 3.044456 -2.347951 -1.120045 -0.24 0.48 -0.17
H 1.766823 3.895075 -1.922080 0.70 -0.16 -0.42
O 2.522859 3.580052 -2.460881 -0.91 0.37 -0.05
H 2.374371 3.996336 -3.329321 0.17 -0.22 0.51
H -1.451814 4.861130 0.204978 0.34 0.67 -0.34
O -1.116954 5.588254 -0.357556 -0.56 -0.38 0.61
H -1.551335 6.377491 0.008805 0.26 -0.31 -0.23
C -2.280394 2.004244 -1.453246 0.53 0.39 -0.08
H -3.270277 1.967113 -1.932783 0.31 -0.06 0.26
H -2.155835 2.966766 -0.935379 -0.06 -0.22 -0.33
H -1.496382 1.919786 -2.217561 -0.21 0.18 0.09
C -3.549079 0.810557 0.762209 0.14 0.10 0.48
H -3.432361 1.722339 1.362645 -0.24 -0.27 -0.01
H -4.469236 0.864947 0.159781 0.41 -0.03 0.12
H -3.585369 -0.047934 1.445794 -0.10 0.30 -0.07
C 2.139527 -2.619790 1.515824 -0.26 -0.12 0.28
H 3.068509 -3.163281 1.291415 -0.28 0.18 0.09
H 2.065828 -2.414891 2.594384 0.01 -0.27 -0.30
H 1.270065 -3.213889 1.207050 0.21 -0.01 0.18
C 3.653874 -0.275463 1.172893 0.06 0.58 0.26
H 3.571411 -0.056017 2.247206 0.20 0.06 -0.31
H 4.513673 -0.939294 0.989455 -0.41 0.15 0.03
H 3.782231 0.663258 0.618089 0.10 -0.16 0.27
F 0.151485 0.482793 5.652055 0.01 -0.43 -0.74
C 0.169091 -0.372657 4.621679 -0.11 -0.49 0.77
F 1.424202 -0.830967 4.463170 -0.46 0.18 -0.06
F -0.632734 -1.415044 4.903656 0.45 0.61 -0.19
S -0.404320 0.481168 3.091025 0.19 -1.13 -0.61
O -1.679011 1.036917 3.419076 0.27 -0.15 -0.38
O 0.692925 1.319858 2.690911 -0.41 -0.12 -0.10
O -0.514161 -0.752915 2.122035 -0.16 1.24 0.16
```
Positions in Å, forces in eV/Å.

energy above the lowest of the compared OMol25 structures with the same formula, charge and spin	9.0	kcal/mol
HOMO level	-13.031	eV
Kohn-Sham gap	9.35	eV
energy	-62509.2412	eV
net charge	+1

---

- Which of these has the highest Kohn-Sham gap?
  C12H22N3

---

- Which value of energy does entry 3 give?
  -17260.6318 eV

---

- Which formula does entry 2 have?
  C12H22F2Li2NO16S2